Entry 1:
Molecular formula: C3H8N2O
Method: DFT, the ωB97M-V functional and the def2-TZVPD basis

The geometry in ORCA input format:
```
! wB97M-V def2-TZVPD RIJCOSX def2/J DEFGRID3
* xyz 0 1
O -1.82200 -0.78598 -0.84968
N -1.64515 0.43334 -0.21860
N 0.87856 -1.02789 1.03471
C 2.04364 0.88342 -0.18015
C 0.86146 -0.06640 -0.03162
C -0.45615 0.71750 0.13122
H 2.88705 0.45414 -0.65629
H -0.47238 1.64783 0.65342
H -2.71385 -1.10089 -0.64129
H 0.73172 -0.73032 -0.86494
H 0.09379 -1.55681 0.96466
H 2.43819 1.16732 0.78412
H 1.67992 1.86849 -0.49603
H 0.60398 -0.50716 1.82429
*
```

SMILES	C[C@@H](N)/C=N\O
calculated total energy	-8265.8400	eV
relative energy (zero: lowest compared OMol25 entry of this formula, charge and spin)	336.35	kJ/mol
Kohn-Sham gap	10.3	eV
HOMO	-9.3839	eV

Entry 2:
Molecular formula: C3H3IO2
Method: DFT, the ωB97M-V functional and the def2-TZVPD basis

The geometry in ORCA input format:
```
! wB97M-V def2-TZVPD RIJCOSX def2/J DEFGRID3
* xyz 0 1
I -1.06265 -0.06452 3.09360
O -1.55536 -0.55476 0.15089
O -1.04703 -0.33386 -1.13312
C -0.43283 -0.20474 1.09437
C 0.34681 0.16522 -1.06619
C 0.68327 -0.00735 0.40017
H 0.27944 1.18006 -1.50151
H 1.04417 -0.43246 -1.71132
H 1.74418 0.25241 0.67310
*
```

SMILES	IC1=CCOO1
calculated total energy	-15350.5696	eV
relative energy (zero: lowest compared OMol25 entry of this formula, charge and spin)	382.76	kJ/mol
Kohn-Sham gap	8.9	eV
HOMO	-8.8096	eV

Entry 3:
Molecular formula: C5H5NO
Method: DFT, the ωB97M-V functional and the def2-TZVPD basis

The geometry in ORCA input format:
```
! wB97M-V def2-TZVPD RIJCOSX def2/J DEFGRID3
* xyz 0 1
O 0.77654 1.30039 2.42929
N -1.83511 0.95276 0.29714
C 1.11102 0.59820 1.56393
C -0.78381 0.72535 -0.37176
C -0.25063 -0.61271 -0.82242
C 1.68757 -0.21374 0.69497
C 1.18405 -0.80853 -0.38973
H -2.29759 0.07003 0.53333
H -0.17002 1.58869 -0.65699
H -0.36452 -0.69231 -1.91037
H -0.85180 -1.41957 -0.37851
H 1.79429 -1.48855 -0.98890
*
```

SMILES	[H]/N=C\CC=C=C=O
calculated total energy	-8800.6695	eV
relative energy (zero: lowest compared OMol25 entry of this formula, charge and spin)	265.29	kJ/mol
Kohn-Sham gap	8.7	eV
HOMO	-9.2340	eV

Entry 4:
Molecular formula: C11H16OS
Method: DFT, the ωB97M-V functional and the def2-TZVPD basis

The geometry in ORCA input format:
```
! wB97M-V def2-TZVPD RIJCOSX def2/J DEFGRID3
* xyz 0 1
S -1.14296 -1.39625 2.85958
O 0.27252 0.14173 -2.84454
C -0.63026 2.08562 0.84982
C 2.11557 -1.36500 -2.30200
C -2.78733 2.77422 0.04435
C 0.02361 -1.32877 -0.96610
C -1.42093 2.98475 0.17447
C -2.58095 0.73391 1.28779
C 0.93809 -0.51562 -1.78415
C 1.08474 0.18382 2.28948
C -1.18650 0.91944 1.42827
C -0.38508 -0.01055 2.11753
C -3.35949 1.64092 0.61117
H 2.73101 -1.69876 -1.47021
H -0.97126 3.86642 -0.25844
H 1.36275 0.31951 -1.19268
H 1.56230 0.36584 1.32486
H -3.03178 -0.14474 1.72558
H 2.72408 -0.77492 -2.98419
H -0.26135 -0.50791 -3.31308
H 1.74006 -2.24020 -2.83356
H 1.55862 -0.68375 2.74461
H -4.42340 1.47126 0.52148
H 0.41362 -2.06102 -0.28788
H 0.42626 2.27966 0.93983
H -0.02848 -1.91057 3.37932
H -3.40030 3.48412 -0.49019
H -1.03319 -1.15585 -1.00222
H 1.28521 1.05091 2.92578
*
```

calculated total energy	-24546.3030	eV
relative energy (zero: lowest compared OMol25 entry of this formula, charge and spin)	233.49	kJ/mol
Kohn-Sham gap (alpha / beta)	7.9 / 6.8	eV
HOMO (alpha / beta)	-8.1544 / -6.6102	eV

Entry 5:
Molecular formula: C16H25F3N3O3
Method: DFT, the ωB97M-V functional and the def2-TZVPD basis

The geometry in ORCA input format:
```
! wB97M-V def2-TZVPD RIJCOSX def2/J DEFGRID3
* xyz 1 1
F -1.04166 -0.27423 4.00062
F -2.98204 -0.20894 4.90946
F -2.21227 -2.06613 4.18171
O -1.07695 1.02312 -5.88477
O 0.37226 -3.86166 -0.90372
O -0.75098 -2.03692 -1.33879
N 1.79270 0.40903 0.58776
N 1.35572 1.29003 1.46826
N -0.69202 -3.52531 -1.14105
C -2.09098 -1.01969 -5.27333
C -0.45492 -0.43032 0.43191
C 0.90808 -0.42116 0.08708
C -2.29841 -0.76821 3.92396
C -2.92788 -0.49970 2.56697
C -0.09192 0.23977 -5.21621
C 4.64215 1.03394 1.77974
C 3.05700 0.35287 3.65756
C 3.53475 1.48852 2.73090
C -2.30063 0.68392 1.83047
C -1.37994 -1.42178 -0.23073
C -0.88345 0.50274 1.35405
C 2.38258 2.20543 2.02160
C -2.35329 0.38939 -5.79105
C 0.09198 1.36242 1.85201
C -0.85516 -0.79897 -4.40302
H 1.85990 2.85808 2.71831
H -1.14606 -0.38296 -3.43572
H 0.55379 -0.23631 -5.96137
H 4.97395 1.85451 1.14352
H -2.92416 -1.42311 1.99092
H -0.15327 2.10986 2.59282
H -2.32368 1.55175 2.49021
H -2.94194 -1.43412 -4.73436
H 5.49269 0.67512 2.35788
H -3.97662 -0.26522 2.74543
H 0.52350 0.89891 -4.60094
H -0.27606 -1.70347 -4.22403
H -1.85243 -1.69087 -6.10011
H 3.29415 0.57241 4.69751
H -2.28686 -0.92499 -0.58284
H 4.31077 0.21485 1.14415
H -2.82785 0.40473 -6.77164
H 3.55440 -0.58358 3.41283
H -2.92202 0.94000 0.96998
H 1.97912 0.18813 3.62677
H -2.98127 0.95690 -5.09480
H -1.65906 -2.18144 0.50755
H 2.72880 2.81334 1.18744
H 3.97566 2.26453 3.36048
H 1.27982 -1.12524 -0.64139
*
```

calculated total energy	-35752.8471	eV
Kohn-Sham gap	6.8	eV
HOMO	-11.3654	eV

Entry 6:
Molecular formula: C30H30ClN8O6SeTi
Method: DFT, the ωB97M-V functional and the def2-TZVPD basis

The geometry in ORCA input format:
```
! wB97M-V def2-TZVPD RIJCOSX def2/J DEFGRID3
* xyz 1 1
Se 2.60671 -2.94669 -0.33244
Ti 0.57646 0.33590 -0.71256
Cl 0.70133 -1.00416 2.12985
O -1.20019 -1.21526 -1.52730
O 0.59808 0.22490 2.89874
O 1.01188 -1.83682 -3.04827
O 2.10013 -0.20075 -0.78777
O -0.19189 -0.69664 0.83709
O 0.02327 -2.11034 2.74658
N 1.86948 3.44870 2.84065
N 0.04480 0.97674 -2.75698
N -1.25946 0.96820 -5.18747
N 2.05267 -4.83396 1.71402
N -0.94355 1.93257 -0.58691
N 3.47324 -3.32276 2.35897
N 1.33982 2.05141 0.51977
N -6.02505 6.76577 -0.26271
C -1.25139 1.36610 -2.84933
C 4.34992 -2.17408 2.37508
C -2.81080 2.94800 -1.58684
C -2.46211 -1.06504 -0.86996
C 3.19445 -4.11193 3.46967
C -4.24363 5.53753 0.75774
C 2.80583 2.74852 2.22757
C 2.28518 -5.08395 3.05641
C -1.77750 2.03411 -1.62169
C 1.78567 -6.02668 3.93391
C 2.15937 -2.35453 -3.70721
C 2.54513 2.02127 1.06526
C 0.65867 3.47169 2.28823
C 2.75692 -3.75613 1.28477
C -3.99313 4.83918 -0.42115
C -5.25805 6.48251 0.78391
C -4.80510 5.13125 -1.51416
C 0.02351 0.68711 -5.09955
C -1.32084 -2.05771 -2.67792
C 3.63738 -4.04154 4.77738
C -2.90426 3.83324 -0.49878
C -5.79647 6.09224 -1.38385
C -1.88197 3.81700 0.45478
C 3.13515 -4.98700 5.66299
C 0.38500 2.79697 1.11627
C -0.89486 2.84804 0.36713
C 2.22766 -5.95920 5.24891
C 0.68775 0.65769 -3.86462
C -0.02888 -2.78040 -2.95589
C -1.89799 1.31485 -4.06300
H 1.85492 -6.67434 5.96942
H 0.55429 0.45558 -6.01443
H -5.46132 7.03438 1.69410
H -3.20510 -0.65407 -1.56168
H 3.45138 -4.96604 6.69690
H -2.32751 -0.40120 -0.02305
H 1.40816 -5.31434 1.11106
H -2.80800 -2.03203 -0.50224
H 3.91705 -1.37588 2.98219
H -0.13802 -3.32161 -3.90427
H 0.18498 -3.50651 -2.16420
H 1.72687 0.38017 -3.77248
H -2.94775 1.56572 -4.15077
H 2.49389 -3.28257 -3.23970
H 3.79415 2.73939 2.66948
H 5.31791 -2.45502 2.78916
H 2.95383 -1.61653 -3.60830
H 1.94576 -2.53648 -4.76580
H -3.69033 5.34645 1.66616
H -4.67923 4.65009 -2.47322
H -0.10786 4.03843 2.80226
H -6.43373 6.33117 -2.22733
H -2.09277 -2.80423 -2.47581
H 3.28325 1.40124 0.57386
H 1.07814 -6.78049 3.61556
H -3.51032 3.00797 -2.40637
H -1.64283 -1.46511 -3.54230
H 4.34012 -3.28489 5.09969
H -1.82102 4.58440 1.21143
H 4.47276 -1.82956 1.35139
*
```

calculated total energy	-156777.9799	eV
relative energy (zero: lowest compared OMol25 entry of this formula, charge and spin)	129.04	kJ/mol
Kohn-Sham gap	4.7	eV
HOMO	-9.1855	eV

Entry 7:
Molecular formula: H12LiO6
Method: DFT, the ωB97M-V functional and the def2-TZVPD basis

The geometry in ORCA input format:
```
! wB97M-V def2-TZVPD RIJCOSX def2/J DEFGRID3
* xyz 1 1
O -0.43489 0.17121 -2.60886
O 0.59750 -2.19392 -1.27389
O -0.52865 1.61952 2.42677
O 1.36449 1.24235 -0.13213
O -1.72869 0.75075 -0.03389
O -0.01843 -1.17761 1.54997
Li -0.05379 -0.40288 -0.28899
H 2.30454 1.23918 0.04825
H 0.79493 -1.66473 1.68186
H -2.09973 1.19554 -0.79595
H -1.78267 1.39642 0.67069
H -0.28798 -0.65775 -3.06436
H 0.18959 0.77770 -3.00689
H -0.39478 1.79029 3.35905
H 1.06102 2.09081 0.19076
H -0.68732 -1.70451 1.98722
H 1.05833 -2.16703 -2.11242
H -0.19588 0.73172 2.29521
H 0.84232 -3.03699 -0.89242
*
```

calculated total energy	-12682.1696	eV
relative energy (zero: lowest compared OMol25 entry of this formula, charge and spin)	0.00	kJ/mol
Kohn-Sham gap	11.6	eV
HOMO	-14.9328	eV

Entry 8:
Molecular formula: C8H13N3O2
Method: DFT, the ωB97M-V functional and the def2-TZVPD basis

The geometry in ORCA input format:
```
! wB97M-V def2-TZVPD RIJCOSX def2/J DEFGRID3
* xyz 0 1
O 1.50796 0.90419 1.57663
O 1.09547 0.62802 -0.78214
N -1.74471 1.88654 0.14561
N -0.56960 2.47806 1.91811
N 0.08875 -1.43765 -1.03557
C -1.66007 3.33719 1.77364
C 0.09400 -1.42720 -2.48121
C -0.26349 -2.58369 -0.14956
C -0.60307 1.68947 0.88414
C -2.36512 3.03626 0.67198
C 0.57482 0.65702 0.53958
C 2.34521 -1.36225 0.24916
C 1.04275 -0.72292 -0.29042
H -1.02132 -3.31020 -0.65471
H 1.98069 -1.76730 1.21610
H -3.26015 3.55549 0.26250
H 1.09110 1.39399 2.30544
H 2.61684 -2.06858 -0.63214
H 0.69795 -3.17323 0.03336
H -0.92092 -1.23964 -2.78093
H 0.25711 -2.52756 -2.80287
H -1.83919 4.12650 2.42780
H 0.73077 -0.61665 -2.76510
H -2.02709 1.38714 -0.64461
H 2.95986 -0.47826 0.30092
H -0.80856 -2.36474 0.71428
*
```

SMILES	CN(C)[C@@]1(C)O[C@@]1(O)c1ncc[nH]1
calculated total energy	-17068.4412	eV
relative energy (zero: lowest compared OMol25 entry of this formula, charge and spin)	317.16	kJ/mol
Kohn-Sham gap	8.6	eV
HOMO	-7.8335	eV

Repeat the seventh record exactly.
Molecular formula: H12LiO6
Method: DFT, the ωB97M-V functional and the def2-TZVPD basis

The geometry in ORCA input format:
```
! wB97M-V def2-TZVPD RIJCOSX def2/J DEFGRID3
* xyz 1 1
O -0.43489 0.17121 -2.60886
O 0.59750 -2.19392 -1.27389
O -0.52865 1.61952 2.42677
O 1.36449 1.24235 -0.13213
O -1.72869 0.75075 -0.03389
O -0.01843 -1.17761 1.54997
Li -0.05379 -0.40288 -0.28899
H 2.30454 1.23918 0.04825
H 0.79493 -1.66473 1.68186
H -2.09973 1.19554 -0.79595
H -1.78267 1.39642 0.67069
H -0.28798 -0.65775 -3.06436
H 0.18959 0.77770 -3.00689
H -0.39478 1.79029 3.35905
H 1.06102 2.09081 0.19076
H -0.68732 -1.70451 1.98722
H 1.05833 -2.16703 -2.11242
H -0.19588 0.73172 2.29521
H 0.84232 -3.03699 -0.89242
*
```

calculated total energy	-12682.1696	eV
relative energy (zero: lowest compared OMol25 entry of this formula, charge and spin)	0.00	kJ/mol
Kohn-Sham gap	11.6	eV
HOMO	-14.9328	eV